DFT (ωB97M-V with the def2-TZVPD basis set) results for a cluster of 3 separate species, C36H85BI2N8O7P3 in total.

The geometry in XYZ format:
```
142
Properties=species:S:1:pos:R:3:mulliken_charge:R:1
I -0.4629 -4.6642 4.9610 0.251
I -0.8609 -1.5922 3.7151 0.166
P 6.5379 3.4566 -2.0568 0.802
P -3.7465 -5.6148 -0.9418 0.019
P -2.1463 5.6613 2.5270 0.805
O -0.6387 -8.1896 2.5638 -0.578
O 3.0118 -0.4386 0.2181 -0.486
O 5.3796 4.4290 -2.2158 -0.790
O 2.3264 -1.5759 -1.5553 -0.426
O -2.2042 4.4520 1.6061 -0.716
O -2.4978 -7.5282 3.9078 -0.547
O -4.1495 -6.3734 -2.3795 -0.525
N 8.0248 2.4813 -2.1950 0.023
N 5.5782 2.0629 -1.7326 0.202
N -1.8660 -3.8757 1.0438 0.451
N -2.2982 7.2441 3.3331 -0.015
N -0.4510 5.5991 2.8250 0.163
N -3.0752 4.8860 3.8131 0.127
N -1.6026 -6.6389 0.3894 -0.077
N 7.1404 4.2136 -0.5817 0.121
C -3.4878 -2.0155 -4.6284 -0.738
C -2.6772 -1.1140 -3.6527 0.725
C 6.9209 5.6667 -0.5410 -1.086
C 0.9241 -3.1552 0.6861 -0.038
C -3.0913 8.1353 2.4523 -1.148
C 4.9284 1.5337 -2.9304 -0.948
C 2.5925 -1.5816 -0.4153 0.365
C 2.4453 -2.8931 0.3737 -0.912
C -1.2297 2.4176 -2.9649 -1.029
C -3.2797 1.9955 -1.4196 -1.001
C 0.2332 5.9350 4.0542 -0.869
C -3.5795 0.1160 -3.2359 -0.780
C 9.0156 2.2882 -1.1530 -0.939
C -2.6089 -2.8274 -5.6191 -1.152
C 0.3388 6.0731 1.6883 -1.062
C -4.3592 -3.8816 -1.0920 -0.119
C -0.8658 -5.3251 -3.1889 -1.407
C -3.2395 0.4501 -1.7489 -0.365
C -2.6105 -2.9217 3.6748 -0.331
C -4.0820 3.9399 3.3144 -1.090
C -2.7322 7.4649 4.7002 -0.921
C -2.0301 -4.4146 -3.6324 1.551
C -2.4153 4.2279 4.9340 -1.142
C 8.7342 2.8964 -3.4286 -1.121
C -1.5574 -4.7919 2.1334 0.541
C -1.2522 -4.2805 -0.2403 -0.706
C -2.1194 -6.1982 1.7102 -1.465
C 5.8972 0.9693 -0.8433 -0.006
C -1.8305 -5.6283 -0.7366 0.367
C -1.1131 -6.2486 -1.9770 -0.837
C -3.3301 -2.6893 5.0207 -1.225
C -1.4864 -3.5536 -4.8356 -1.011
C -1.8310 2.5460 -1.5374 -0.159
C 0.3160 -4.2093 -0.2554 -1.433
C -2.1062 -4.3981 3.5320 -1.411
C 6.7721 3.7068 0.7345 -1.112
B -1.7151 -7.3562 2.7786 0.826
H -3.3759 0.9605 -3.9074 0.253
H 0.2791 7.0197 4.2336 0.307
H -2.1052 -2.1916 -6.3679 0.363
H 0.7455 -5.2179 -0.0887 0.500
H -2.6809 8.1195 1.4361 0.360
H -1.8916 3.6198 -1.2862 0.236
H -0.6530 -5.9852 -4.0511 0.630
H -0.9685 -9.0950 2.7050 0.318
H 2.8768 -3.7494 -0.1613 0.419
H 2.2794 -0.0237 0.7014 0.316
H -3.9311 -0.0735 -1.0636 0.296
H 7.1302 6.1261 -1.5069 0.354
H 7.5970 6.1274 0.1844 0.348
H 0.0293 -4.6868 -3.1017 0.312
H -1.5998 -3.5154 -0.9582 -0.298
H -3.7264 7.0623 4.9132 0.298
H -3.5907 -1.6296 5.1592 0.427
H 5.0095 0.3646 -0.6549 -0.337
H -0.1136 -6.5903 -1.6251 0.358
H -0.7450 -2.8477 -4.4229 0.303
H -3.0510 9.1717 2.7906 0.380
H 6.6678 0.2973 -1.2540 0.247
H 5.6909 3.5547 0.8416 0.313
H 0.6046 -3.9016 -1.2753 0.331
H -1.6446 -7.1836 -2.2402 0.746
H -2.9163 -5.0416 3.9101 0.674
H 8.6193 1.7090 -0.3207 0.237
H -2.0595 -7.5058 0.0874 0.679
H -3.4204 -7.3772 3.6432 0.344
H -0.4623 -4.9574 2.2440 0.390
H -2.6890 -2.9562 5.8766 0.328
H -4.5981 4.3351 2.4394 0.339
H 7.2896 2.7768 0.9766 0.263
H -0.5862 -6.7605 0.4641 0.712
H -3.2149 -3.6024 -6.1215 0.406
H 1.2613 5.5678 4.0217 0.378
H 9.8334 1.6787 -1.5484 0.422
H -0.9346 -4.2632 -5.4786 0.539
H 8.0421 2.8915 -4.2785 0.356
H 0.2729 7.1659 1.5844 0.309
H 9.1521 3.9053 -3.3351 0.377
H -3.2158 -6.1194 1.7765 0.254
H -4.3543 -3.5023 -2.1256 -0.238
H -3.6473 2.9714 3.0408 0.320
H -0.4219 3.1403 -3.1446 0.398
H -0.9099 1.3804 -3.1594 0.088
H -5.4141 -3.9105 -0.7650 0.622
H -3.6877 2.1618 -0.4101 0.294
H -4.2254 -3.3345 5.1037 0.357
H -4.8425 3.7636 4.0804 0.361
H 6.2184 1.3004 0.1416 0.097
H -0.2064 5.4582 4.9266 0.205
H 0.8172 -3.3635 1.7575 0.086
H -2.0196 2.6411 -3.7054 0.287
H -2.7656 8.5409 4.8930 0.413
H 7.1029 4.3934 1.5172 0.415
H 5.8951 5.9274 -0.2591 0.325
H 0.4016 -2.2027 0.4616 0.265
H 9.4501 3.2218 -0.7852 0.308
H 4.4502 2.3359 -3.4964 0.314
H -2.0126 7.0793 5.4202 0.238
H -3.8503 -3.1769 -0.4217 -0.011
H -3.1395 3.6716 5.5340 0.401
H -4.1273 -1.3397 -5.2239 0.634
H -2.2139 0.1224 -1.4917 0.181
H -4.1504 -2.7176 -4.0893 0.087
H -1.6267 3.5358 4.6132 0.335
H 2.9382 -2.7567 1.3495 0.358
H 1.3895 5.7990 1.7960 0.385
H -3.9715 2.4532 -2.1469 0.386
H -2.3532 -3.6841 -2.8812 -1.259
H -2.4297 -1.6190 -2.7016 -0.713
H 4.1441 0.8198 -2.6708 0.157
H 5.6532 1.0316 -3.5890 0.334
H -4.6183 -0.2359 -3.3485 0.535
H -0.0114 5.6194 0.7587 0.221
H -1.6449 -2.9060 1.2526 0.466
H -3.2069 -2.5590 2.8274 0.489
H 9.5417 2.2059 -3.6779 0.368
H -1.9957 4.9441 5.6421 0.253
H -1.7318 -0.7791 -4.1107 0.409
H -3.9392 -7.3166 -2.3064 0.363
H -1.1712 2.0020 -0.8420 0.262
H -2.8663 -4.9920 -4.0610 0.262
H -4.1408 7.8237 2.4011 0.377
```

Values from the calculation:
* charge: +1
* calculated total energy: -4031.3790 a.u.
* HOMO-LUMO gap: 6.39 eV
* highest occupied orbital energy: -9.27 eV